No. 1
C4H28CdF12N2O22S4 | wB97M-V/def2-TZVPD

Output
Energy relative to the best compared isomer or geometry (same formula, charge and spin): 0.000 eV
Orbital gap: 9.8 eV

Geometry as ORCA input:
```
! wB97M-V def2-TZVPD RIJCOSX def2/J DEFGRID3
* xyz 0 1
Cd -1.88537 -0.31476 -0.72813
S 1.20139 -1.23320 -0.01905
S -4.51037 -2.18588 -1.66327
S -2.04953 -2.68796 -2.81406
S 0.55909 1.26557 0.86817
F -1.20419 2.67996 -0.59084
F -1.73954 -4.32518 -0.77104
F -6.23303 -1.29726 -3.45873
F 3.52793 -1.55924 -1.15407
F -2.57589 -5.27888 -2.53034
F 0.86085 2.80884 -1.23116
F -0.49240 -4.73758 -2.50764
F 2.71370 0.42123 -1.48868
F -4.25679 -0.48334 -3.75089
F 0.22277 3.79710 0.59831
F 1.89871 -1.25265 -2.55969
F -5.47245 0.22717 -2.10969
O -0.76803 -2.03061 -2.93212
O -5.00181 -1.79244 -0.37382
O -3.67225 3.01288 -2.56227
O 1.82098 -5.13070 -0.48249
O 1.13432 0.16287 4.62100
O -2.35841 -1.17708 1.31468
O 1.95358 -1.29565 1.20527
O 0.59972 -2.50080 -0.35605
O 3.62926 0.40921 3.06206
O -0.36385 6.46573 1.65222
O 1.45510 -2.99741 3.56901
O 5.31980 -1.81571 2.16669
O -0.26225 1.33496 2.03222
O -1.84857 3.18725 4.12246
O 3.79150 -2.98455 -4.92282
O -1.80888 0.92487 -2.43496
O -1.59900 -0.60865 3.80359
O -4.91821 -3.45261 -2.18296
O 2.44790 5.76154 1.29702
O 2.82890 4.93554 -1.56707
O 1.97192 1.45262 0.98560
O -2.78220 -2.88489 -4.03099
N 0.05178 -0.08852 -0.05431
N -2.83002 -1.87030 -1.66925
C -1.70644 -4.38135 -2.10072
C 0.06469 2.74501 -0.16580
C -5.16045 -0.83823 -2.84361
C 2.42986 -0.88064 -1.40327
H -0.96233 -0.94910 4.43921
H 1.76481 -2.31938 2.95338
H 5.32020 -2.40166 1.40273
H -1.74126 2.50225 4.79008
H 1.14559 -5.76328 -0.22457
H -1.87192 -1.91364 1.70539
H 3.61484 4.56356 -1.97833
H 5.67396 -2.35001 2.88425
H -0.21357 7.36615 1.95042
H 3.78093 -0.53745 2.94293
H 2.12897 4.81554 -2.21491
H 3.23162 6.29420 1.45586
H 3.70241 0.76906 2.17465
H 2.49531 5.51321 0.36450
H 2.05776 -2.95489 4.31596
H 1.35496 -4.28643 -0.55541
H 3.16414 -2.35873 -4.54928
H -2.98127 -0.90068 1.99749
H -0.97033 3.29546 3.74460
H -1.31028 0.96816 -3.25764
H -4.62138 3.17326 -2.57018
H 1.73125 -0.45430 5.05125
H -1.17087 0.18359 3.45596
H -3.31308 3.68267 -1.96864
H 0.51958 6.13235 1.43860
H 1.69176 0.58998 3.95389
H 3.28254 -3.79067 -5.04977
H -2.48813 1.62446 -2.49093
*
```

No. 2
CH2O2S3 | wB97M-V/def2-TZVPD

Output
Energy relative to the best compared isomer or geometry (same formula, charge and spin): 3.294 eV
Orbital gap (spin up / spin down): 7.2 / 7.0 eV

Geometry as ORCA input:
```
! wB97M-V def2-TZVPD RIJCOSX def2/J DEFGRID3
* xyz 0 1
S -1.57154 1.46619 0.84152
S -0.06921 -0.93270 -1.08763
S 1.70786 -1.94411 -1.80475
O -2.16464 0.17260 0.35133
O 0.34977 0.92539 0.73498
C 0.68891 0.07936 -0.06872
H -1.39732 1.34330 2.14399
H 2.45617 -1.11003 -1.11071
*
```

No. 3
C8H24KO8P | wB97M-V/def2-TZVPD

Output
Energy relative to the best compared isomer or geometry (same formula, charge and spin): 0.182 eV
Orbital gap: 2.5 eV

Geometry as ORCA input:
```
! wB97M-V def2-TZVPD RIJCOSX def2/J DEFGRID3
* xyz -2 1
K -0.11595 0.41897 -0.52102
P -0.33205 -2.57335 -1.56888
O -0.41194 -3.68242 -2.63415
O -1.54184 -1.61626 -1.70918
O -2.97669 -0.00409 -0.23012
O 0.96209 -1.71791 -1.76049
O -0.48651 -1.53403 1.58022
O 0.10543 3.02909 -1.67602
O -0.33148 -3.32740 -0.19306
O 2.47309 -0.65621 0.14602
C 1.63343 4.60596 -2.46401
C -0.05689 -1.43618 4.03006
C 3.07422 -1.45857 1.16215
C 3.87562 -2.52148 0.43056
C 1.03336 3.99593 -1.21210
C -4.83833 1.49030 -0.66793
C -3.49508 0.93717 -1.14210
C -0.31575 -2.30939 2.78489
H 3.18977 -3.06467 -0.21956
H -2.61859 -0.69491 -0.79238
H 4.70935 -2.17961 -0.18272
H 1.81171 3.66512 -0.52447
H -5.61230 0.72318 -0.64358
H 4.26820 -3.20715 1.18145
H 2.20759 3.90965 -3.07523
H -0.09302 -2.05144 4.92909
H -0.76703 -0.60946 4.04828
H -5.18054 2.22766 -1.39409
H -3.58582 0.45567 -2.11576
H 0.55480 4.80870 -0.66575
H -0.68066 3.45439 -2.02643
H 1.90235 -1.24960 -0.34768
H -1.20946 -2.93027 2.84725
H 3.71493 -0.80356 1.75254
H 0.94749 -1.02853 3.91540
H 0.91069 4.90376 -3.22367
H 0.44055 -3.08985 2.70126
H 2.32681 5.43438 -2.31897
H 2.35784 -1.86019 1.87881
H -4.68126 1.94188 0.31162
H -2.77942 1.75351 -1.23972
H -0.38853 -2.14887 0.84948
*
```

No. 4
C23H27CaN3O3P2S3 | wB97M-V/def2-TZVPD

Output
Energy relative to the best compared isomer or geometry (same formula, charge and spin): 0.041 eV
Orbital gap: 5.9 eV

Geometry as ORCA input:
```
! wB97M-V def2-TZVPD RIJCOSX def2/J DEFGRID3
* xyz -2 1
Ca 1.01159 1.02718 -0.33233
S 0.05602 3.57668 0.58659
S 0.64401 -3.60792 2.05693
S -0.60920 2.04618 -2.47525
P -1.93139 0.36842 0.74756
P 0.89140 0.82724 2.79288
O 3.27670 0.45016 0.32696
O 0.88966 -1.23436 0.36774
O 2.08439 0.20828 -2.18579
N 0.33116 -2.25279 -0.24756
N -3.61401 4.05815 -3.04720
N -2.83960 5.78312 0.33940
C 4.17283 -1.53753 1.18434
C 4.25701 -2.02012 -3.97418
C 0.15337 -3.43727 0.43821
C -2.59137 -1.34930 0.87261
C -1.25317 3.92058 -0.51688
C 4.86577 -2.08275 -1.66642
C -2.68350 3.74465 -2.44150
C -1.51971 3.30842 -1.71132
C 1.96580 -0.33651 3.71396
C -2.14359 4.95554 -0.06461
C 3.03433 -0.61171 -2.38208
C -0.07004 -2.09672 -1.53071
C 0.96499 2.29590 3.89332
C -0.47768 -4.47580 -0.28492
C 3.27630 -1.10474 -3.70570
C -0.69104 -3.10123 -2.22398
C 5.07426 -2.52583 -2.95198
C -3.45846 1.25960 0.25120
C -1.91164 0.79415 2.54464
C 3.75946 -0.64698 0.03933
C 3.88492 -1.12950 -1.33989
C -0.89833 -4.32156 -1.58116
C -0.74581 0.12949 3.27684
H 5.84988 -3.25022 -3.16635
H -3.64246 1.11067 -0.81362
H 1.87019 -1.31802 3.24511
H -1.38546 -5.14121 -2.09622
H 1.66843 -0.40730 4.76506
H -0.62246 -5.40387 0.24854
H -0.86129 0.22026 4.36383
H -4.32595 0.92152 0.82620
H 3.00379 -0.00875 3.65171
H -1.83169 1.88444 2.60005
H -3.53816 -1.36605 1.42176
H 3.25831 -2.06626 1.47730
H 4.92060 -2.28776 0.94533
H 1.95601 2.74828 3.82611
H -2.75160 -1.76473 -0.12460
H 5.50554 -2.46826 -0.88362
H -2.87045 0.50696 2.99180
H 0.15417 -1.13448 -1.97008
H -3.31704 2.32874 0.41011
H 0.75365 2.03397 4.93449
H -1.87000 -1.98534 1.38959
H 2.63572 -0.71166 -4.48563
H -0.69035 -0.93991 3.04726
H 4.40128 -2.36211 -4.99468
H 0.24553 3.03452 3.53664
H 4.50369 -0.91999 2.01725
H -0.99375 -2.92037 -3.24500
*
```